ORCA calculation (ωB97M-V/def2-TZVPD) on a single C2H7N5O molecule.

```
15
Properties=species:S:1:pos:R:3:forces:R:3:lowdin_charge:R:1
H 1.4182 1.0595 0.1019 1.1871 1.0600 -0.4679 0.124
C 0.1234 -0.9958 -0.1586 -0.4817 0.7952 -0.8503 -0.458
H 0.0922 2.3242 1.5290 0.2415 1.2687 -1.0292 0.019
H -0.5900 -0.3843 2.2534 -0.2777 1.0944 -0.3686 0.128
N -0.1287 0.3023 0.3551 -0.8420 -0.4964 -0.2290 -0.111
N -0.2685 1.6994 2.1974 -0.3412 -0.1995 2.1144 0.120
O 0.5720 1.3558 -0.2418 0.2835 -0.8725 -0.0738 -0.001
N -0.4521 -0.0962 -2.3643 -0.7164 1.0651 -0.0788 0.011
N 0.1763 -1.9782 0.6265 0.1038 -0.7371 0.4196 0.139
N 0.2574 -0.9693 -1.5469 0.2503 -0.7458 0.5973 -0.049
H 0.3137 -1.8736 -1.9788 0.2085 -0.2502 0.1390 0.122
H -1.4354 -0.0304 -2.0790 0.2826 -0.2639 -0.0553 0.091
H 0.1748 -2.8986 0.1747 0.0333 0.5568 -0.0053 0.062
C -0.3835 0.5656 1.6999 0.0132 -2.1984 0.2164 -0.257
H -0.0794 0.8320 -2.1893 0.0554 -0.0764 -0.3285 0.063
```
Positions in Å, forces in eV/Å.

Its total charge is 0. As for the structure (SMILES): [H]/N=C\N(O)/C(=N/[H])NN. The HOMO-LUMO gap comes out at 10.2 eV. The energy above the lowest of the compared OMol25 structures with the same formula, charge and spin is 273.0 kJ/mol. The calculation puts the LUMO energy at 0.627 eV.

***

ORCA calculation (ωB97M-V/def2-TZVPD) on 2 unconnected molecules or ions with the total composition C2H7N5O2.

```
16
Properties=species:S:1:pos:R:3:forces:R:3:lowdin_charge:R:1
N 2.1317 -1.2758 0.1813 0.5148 0.2878 -1.1703 0.000
N -0.0760 1.1746 -2.0442 -0.8413 -0.0089 -3.5033 0.115
N -1.2706 1.4015 0.4349 -0.0680 -0.2296 0.3188 -0.438
H 0.7799 0.9791 1.0226 -1.9550 0.0603 -1.2453 0.186
O -1.9694 1.9393 -0.4019 -0.3807 0.6958 -1.0805 0.037
H -0.8116 -0.9269 1.4642 1.9719 -1.9556 -1.1843 0.098
H -1.0902 1.3671 -1.9717 0.6193 0.1071 -0.3263 0.108
O -1.6687 0.9141 1.4511 -0.2709 -0.4334 1.6945 0.059
N 0.0990 1.3664 0.2130 2.8435 -0.9946 1.2137 0.073
N 1.2968 -0.9761 1.0429 -1.1484 0.5366 1.7966 -0.246
C 0.0429 -1.7013 1.0406 -2.4289 2.0758 3.1010 -0.153
H -0.0221 -2.5224 1.7881 0.3998 0.2817 -0.5843 0.077
H 1.7809 -2.0689 -0.3534 0.4052 -0.3164 -0.7929 0.032
H 0.4182 1.2088 -2.9558 -0.7936 -0.2421 1.0403 0.137
H -0.2489 -2.0182 0.0639 -0.0787 -0.4374 -0.8768 0.048
C 0.6079 1.1388 -0.9756 1.2109 0.5729 1.5989 -0.134
```
Positions in Å, forces in eV/Å.

Its multiplicity is 3. Its total charge is 0. The HOMO-LUMO gap (spin up / spin down) comes out at 4.1 / 5.0 eV. The calculation puts the LUMO energy (spin up / spin down) at -0.965 / -3.081 eV.

***

Maximum force? In order: 2.209; 4.453 eV Å⁻¹.